(1)
The following is a DFT calculation (ωB97M-V/def2-TZVPD) of C39H28N3O10P2PtS as an isolated structure.

Cartesian coordinates (Å):
Pt (-0.58110, -0.59980, -0.15364)
O (-3.63468, -1.99742, -2.62716)
C (-3.03241, -1.24589, -1.87663)
O (-2.01428, -1.64817, -1.18377)
C (-3.51143, 0.18971, -1.76189)
C (-4.76735, 0.39503, -2.29403)
C (-5.32754, 1.66183, -2.35266)
C (-4.62722, 2.76505, -1.92393)
C (-3.37049, 2.58403, -1.38268)
C (-2.75841, 1.29147, -1.22579)
O (-1.60097, 1.20528, -0.69246)
N (-2.68584, 3.82050, -0.99616)
O (-1.70712, 3.76545, -0.27855)
O (-3.18603, 4.87770, -1.35695)
N (-6.66237, 1.84180, -2.90839)
O (-7.26735, 0.85115, -3.27498)
O (-7.10355, 2.97660, -2.98287)
H (-5.29769, -0.45858, -2.68783)
H (-5.04344, 3.75534, -2.00528)
C (2.86213, -0.13574, -0.32419)
P (1.41993, -0.00566, 0.79145)
C (1.76164, -1.18851, 2.11773)
C (2.01360, -2.51750, 1.77466)
C (2.16956, -3.47322, 2.76439)
C (2.05665, -3.11155, 4.10125)
C (1.79122, -1.79661, 4.44529)
C (1.64704, -0.83274, 3.45696)
C (1.56956, 1.65158, 1.47860)
C (0.54547, 2.56552, 1.27527)
C (0.69939, 3.87689, 1.71231)
C (1.86219, 4.26313, 2.35785)
C (2.88518, 3.34444, 2.57089)
C (2.74122, 2.04288, 2.12781)
P (2.99207, 1.24126, -1.56375)
C (1.42418, 1.09971, -2.48725)
C (0.73838, 2.27719, -2.76392)
C (-0.43601, 2.25304, -3.50690)
C (-0.94422, 1.04733, -3.96005)
C (-0.28538, -0.14219, -3.66586)
C (0.89557, -0.11354, -2.93970)
C (4.16052, 0.43252, -2.72815)
C (5.35133, -0.11407, -2.24753)
C (6.28838, -0.65508, -3.11342)
C (6.05978, -0.64747, -4.48231)
C (4.88800, -0.09321, -4.97367)
C (3.94637, 0.44125, -4.10518)
H (2.83134, -1.11894, -0.80019)
H (3.76752, -0.09180, 0.28708)
H (2.06200, -2.81545, 0.73252)
H (2.35263, -4.50488, 2.49191)
H (2.14319, -3.86359, 4.87469)
H (1.64087, -1.52536, 5.48037)
H (1.37986, 0.17880, 3.73006)
H (-0.36611, 2.27145, 0.77168)
H (-0.10160, 4.58232, 1.53699)
H (1.97591, 5.28435, 2.69998)
H (3.79190, 3.64572, 3.07981)
H (3.53975, 1.32833, 2.29663)
H (1.12197, 3.21817, -2.38756)
H (-0.96204, 3.17735, -3.71224)
H (-1.86937, 1.02316, -4.52238)
H (-0.70273, -1.08855, -3.98604)
H (1.41941, -1.04217, -2.73890)
H (5.55714, -0.11888, -1.18344)
H (7.20106, -1.08140, -2.71617)
H (6.79025, -1.07053, -5.15983)
H (4.69750, -0.08020, -6.03950)
H (3.03215, 0.86094, -4.50541)
O (-0.94037, -1.91574, 6.15518)
S (-2.01761, -1.46842, 5.30545)
O (-3.21193, -1.00370, 5.95936)
N (-1.47704, -0.40362, 4.21039)
C (-1.54258, -0.88230, 2.98554)
O (-1.12794, -0.21828, 1.99153)
C (-2.11555, -2.27255, 2.88449)
C (-2.33909, -3.06690, 1.77324)
C (-2.88090, -4.33284, 1.97370)
C (-3.18840, -4.79342, 3.24938)
C (-2.96347, -3.99389, 4.36531)
C (-2.42899, -2.74374, 4.14544)
H (-2.11254, -2.73113, 0.77068)
H (-3.06865, -4.96585, 1.11597)
H (-3.61074, -5.78270, 3.37320)
H (-3.20127, -4.33443, 5.36414)

The value obtained for the total energy is -98499.9408 eV. The value obtained for the energy relative to the best compared isomer or geometry (same formula, charge and spin) is 0.072 eV. The net charge is -1. Its HOMO energy (alpha / beta) is -6.0680 / -6.3487 eV. As for the multiplicity: 3. The value obtained for the orbital gap (alpha / beta) is 7.927 / 7.253 eV. Its LUMO energy (alpha / beta) is 1.86 / 0.90 eV. Its molecular weight is 987.757 g/mol.

(2)
The following is a DFT calculation (ωB97M-V/def2-TZVPD) of C39H29CsF4N9O4PSe2 as an isolated structure.

Cartesian coordinates (Å):
Cs (0.69937, -0.36622, -2.85854)
O (2.78336, -2.54843, 2.72941)
C (1.45470, -2.86423, 2.33337)
C (1.45254, -3.63548, 1.01320)
C (2.38592, -4.86977, 1.08884)
O (3.72192, -4.63143, 0.71660)
C (1.88342, -2.70135, -0.12385)
Se (2.23562, -3.57592, -1.86461)
C (0.04999, -4.20517, 0.78791)
Se (-1.46188, -3.03975, 1.12499)
H (2.74882, -1.79074, 3.31909)
H (0.86267, -1.95170, 2.20513)
H (0.96645, -3.47427, 3.11021)
H (1.95780, -5.65214, 0.44992)
H (2.39908, -5.24402, 2.11756)
H (3.68511, -4.40454, -0.23089)
H (2.78962, -2.18850, 0.19235)
H (1.10337, -1.94074, -0.24845)
H (-0.11741, -5.10542, 1.38509)
H (-0.02293, -4.49251, -0.27027)
C (-4.06786, 1.88508, -1.44504)
P (-2.37989, 1.17423, -1.26118)
C (-2.33402, 0.79368, 0.52701)
C (-1.12003, 0.76812, 1.21745)
C (-1.07133, 0.37389, 2.54523)
C (-2.22597, -0.03498, 3.19920)
C (-3.43172, -0.04021, 2.51590)
C (-3.48669, 0.37630, 1.19201)
C (-1.34934, 2.67844, -1.42167)
C (-0.78757, 2.90622, -2.67891)
C (0.03376, 4.00338, -2.89940)
C (0.31053, 4.88055, -1.86117)
C (-0.25929, 4.67185, -0.61069)
C (-1.08838, 3.58167, -0.39342)
H (-4.81149, 1.08712, -1.44060)
H (-4.11056, 2.37359, -2.41893)
H (-4.29417, 2.61369, -0.66465)
H (-0.20397, 1.05942, 0.71639)
H (-0.12338, 0.37517, 3.06721)
H (-2.18093, -0.35303, 4.23326)
H (-4.33738, -0.36827, 3.01179)
H (-4.43867, 0.36003, 0.67598)
H (-0.99429, 2.22507, -3.49968)
H (0.47554, 4.15241, -3.87631)
H (0.98587, 5.71197, -2.01606)
H (-0.04208, 5.35461, 0.20227)
H (-1.51191, 3.41521, 0.59034)
N (-5.96930, -4.12279, -1.42382)
C (-5.21374, -3.03728, -1.79761)
O (-5.66133, -1.90723, -1.77046)
C (-3.85098, -3.35896, -2.30933)
C (-3.50277, -4.57927, -2.87793)
C (-2.18614, -4.79091, -3.24479)
C (-1.25495, -3.79028, -2.99184)
N (-1.58371, -2.60745, -2.47382)
C (-2.85819, -2.39973, -2.15934)
H (-6.82014, -3.89295, -0.93663)
H (-5.48796, -4.95072, -1.11598)
H (-4.25234, -5.34391, -3.04722)
H (-1.87047, -5.72072, -3.69747)
H (-0.19582, -3.93958, -3.18230)
H (-3.10742, -1.43338, -1.73849)
F (2.31538, 1.11168, 2.27390)
C (2.72561, 2.21791, 2.90638)
C (2.85482, 2.14966, 4.25865)
F (2.54580, 0.98721, 4.84935)
C (3.30629, 3.23196, 5.05996)
C (3.62081, 4.38781, 4.29652)
C (3.48890, 4.45757, 2.94384)
F (3.81311, 5.61355, 2.35188)
C (3.01821, 3.38167, 2.14465)
C (2.85381, 3.45985, 0.74770)
C (2.26564, 2.41296, -0.01017)
N (1.78899, 1.56772, -0.63190)
C (3.17990, 4.61383, -0.01719)
N (3.40107, 5.52941, -0.68237)
F (4.06727, 5.48013, 4.93000)
C (3.43108, 3.16657, 6.46026)
C (3.89800, 4.24738, 7.25980)
N (4.26091, 5.07610, 7.97524)
C (3.09512, 2.01584, 7.22732)
N (2.82968, 1.13108, 7.91775)
O (0.14870, 0.66649, -5.42058)
N (1.18706, 0.16673, -5.93137)
C (1.30601, 0.25123, -7.25302)
C (2.46157, -0.30527, -7.87198)
N (3.37816, -0.76312, -8.40019)
C (0.31400, 0.88150, -8.06690)
N (-0.47295, 1.39477, -8.73390)

The value obtained for the total energy is -213912.9948 eV. The value obtained for the energy relative to the best compared isomer or geometry (same formula, charge and spin) is 0.473 eV. The net charge is -2. Its HOMO energy (alpha / beta) is -2.6097 / -2.5867 eV. As for the multiplicity: 1. The value obtained for the orbital gap (alpha / beta) is 3.914 / 4.658 eV. Its LUMO energy (alpha / beta) is 1.30 / 2.07 eV. Its molecular weight is 1085.511 g/mol.

(3)
The following is a DFT calculation (ωB97M-V/def2-TZVPD) of C39H29F9GeN4O6Rh as an isolated structure in a non-equilibrium geometry.

Cartesian coordinates (Å):
Rh (-1.01755, -1.16654, -2.11727)
O (0.98658, -1.86927, -7.10771)
C (2.01186, -1.30148, -6.44659)
C (3.16852, -1.04110, -7.17932)
C (4.26733, -0.45851, -6.58079)
C (4.23856, -0.12461, -5.23004)
C (3.10014, -0.37395, -4.49464)
C (1.97086, -0.95613, -5.07865)
C (0.79082, -1.16701, -4.23976)
O (0.79375, -0.77939, -3.02117)
N (-0.28293, -1.79062, -4.75410)
N (-1.23763, -1.89924, -3.86803)
C (-2.34016, -2.71078, -4.06298)
C (-3.17377, -2.84820, -2.96830)
C (-4.31570, -3.68655, -2.90999)
C (-4.99832, -3.81065, -1.73375)
C (-4.57291, -3.08819, -0.60567)
C (-3.45943, -2.27283, -0.70512)
N (-2.78570, -2.14078, -1.83741)
H (0.25767, -2.02040, -6.46851)
H (3.16696, -1.31023, -8.22755)
H (5.15508, -0.26488, -7.16964)
H (5.10136, 0.32761, -4.75975)
H (3.04836, -0.12277, -3.44396)
H (-2.46368, -3.23083, -5.00176)
H (-4.59365, -4.23673, -3.79860)
H (-5.85432, -4.46758, -1.65592)
H (-5.09012, -3.17121, 0.33844)
H (-3.09885, -1.71084, 0.14898)
F (-1.97868, -4.97818, -0.38749)
C (-0.82554, -5.52200, -0.81273)
F (-0.37368, -6.30546, 0.19035)
F (-1.13894, -6.33352, -1.84384)
C (0.17761, -4.41193, -1.28787)
O (-0.41306, -3.60010, -2.15426)
C (0.72283, -3.68275, -0.01980)
F (-0.26942, -3.34080, 0.81205)
F (1.36747, -2.56704, -0.38102)
F (1.59409, -4.44080, 0.68613)
C (1.40117, -5.13102, -1.97285)
F (2.48363, -4.33025, -2.00118)
F (1.78276, -6.28319, -1.37273)
F (1.10696, -5.43683, -3.24340)
O (-2.85368, 2.78466, -2.50486)
C (-2.44622, 1.68966, -2.76255)
N (-2.05495, 0.59748, -3.03770)
O (-1.87746, 0.05562, 1.66634)
C (-1.29063, 0.35686, 0.63781)
O (-0.89853, -0.47926, -0.26314)
C (-1.07728, 1.83828, 0.25714)
C (-1.40924, 2.80559, 1.38870)
Ge (-0.13464, 2.81244, 2.91254)
C (0.68721, 1.11825, 3.46196)
C (1.69094, 0.55075, 2.68056)
C (2.36853, -0.58052, 3.10899)
C (2.03043, -1.17719, 4.31437)
C (1.01794, -0.63323, 5.08970)
C (0.35719, 0.51193, 4.66954)
C (-1.05344, 3.58696, 4.48201)
C (-2.23974, 3.00485, 4.93004)
C (-2.90742, 3.51018, 6.03591)
C (-2.39821, 4.61144, 6.71069)
C (-1.21826, 5.19908, 6.27663)
C (-0.55215, 4.68785, 5.17123)
C (1.39310, 3.96625, 2.39852)
C (2.67644, 3.70168, 2.87732)
C (3.76172, 4.47221, 2.48488)
C (3.58064, 5.53027, 1.60541)
C (2.30974, 5.81547, 1.12808)
C (1.22981, 5.03855, 1.52322)
H (-1.75359, 2.00681, -0.58521)
H (-0.05850, 1.95345, -0.12169)
H (-2.39781, 2.56083, 1.77514)
H (-1.44889, 3.82520, 0.99805)
H (1.95772, 0.99748, 1.72816)
H (3.15363, -0.99496, 2.49088)
H (2.54985, -2.06872, 4.64230)
H (0.74053, -1.09968, 6.02761)
H (-0.42691, 0.93894, 5.28440)
H (-2.63813, 2.14290, 4.40318)
H (-3.82569, 3.04536, 6.37429)
H (-2.91860, 5.00800, 7.57384)
H (-0.81830, 6.05730, 6.80342)
H (0.37074, 5.15117, 4.83788)
H (2.82874, 2.87702, 3.56360)
H (4.75264, 4.24320, 2.85814)
H (4.42787, 6.12636, 1.28922)
H (2.16067, 6.63901, 0.44025)
H (0.24187, 5.27182, 1.14142)

The value obtained for the total energy is -143141.8157 eV. The value obtained for the energy relative to the best compared isomer or geometry (same formula, charge and spin) is 1.447 eV. The net charge is -1. Its HOMO energy (alpha / beta) is -4.6110 / -6.2960 eV. As for the multiplicity: 5. The value obtained for the orbital gap (alpha / beta) is 6.956 / 5.745 eV. Its LUMO energy (alpha / beta) is 2.34 / -0.55 eV. Its molecular weight is 996.181 g/mol.